Record 1
The following is a quantum chemistry calculation of a 8-piece molecular cluster, C17H45Cl7N3O11P2 overall in a non-equilibrium geometry, from the Open Molecules 2025 dataset.

Calculated values
Total charge ... -3
HOMO-LUMO gap ... 0.08577 Eh
Multiplicity ... 1
E_HOMO ... 2.76 eV

Element x y z (Å)
Cl 5.1439 -2.2597 3.5605
Cl -3.7738 1.9838 -3.9506
Cl -1.3125 2.3083 -2.5000
Cl -2.9439 -0.1967 -2.3596
Cl -1.2637 0.4950 8.4989
Cl 3.7296 0.7970 3.7372
Cl 0.3172 2.1732 6.1833
P -0.6965 -2.1459 2.8292
P 0.3689 -1.2442 -2.4637
O 0.5417 -1.8872 -3.9006
O -0.0206 0.2513 -2.5605
O -0.2270 3.1047 1.9793
O -3.6046 0.1146 1.0460
O -0.7216 -2.2399 -1.9366
O -1.0395 -3.5482 2.1802
O 3.1114 -1.0294 -6.0640
O -0.6494 -1.3041 1.4679
O -1.5659 -1.6321 4.0091
O 0.8148 -2.2553 3.1289
O 1.4333 -1.5952 -1.4247
N -0.1251 1.1089 0.1126
N -2.5841 -2.4108 0.0034
N 0.8254 0.4769 -5.2879
C 3.5825 -1.9455 -7.0372
C 3.4607 -1.8248 3.0933
C -4.0755 -1.1482 1.4713
C -2.3469 1.1559 -3.3637
C -4.0138 -2.1510 0.3280
C -0.4327 -0.2766 7.1179
C 1.7073 2.7605 -0.4482
C 1.1462 1.7262 0.5855
C 2.8260 1.4937 -4.3661
C 0.9760 2.3034 1.9857
C 2.8529 -0.7564 3.9568
C -0.3186 3.9785 3.1262
C -3.2002 0.9461 2.1097
C 2.1366 1.1407 -5.6994
C -4.7172 -3.5161 0.5560
C -0.4642 0.5978 5.8784
C 2.9440 0.2628 -6.6110
H 2.5140 0.2547 -7.6172
H -0.0462 0.7878 -5.7144
H 0.7915 -0.5738 -5.2697
H -4.3873 -1.6753 -0.5813
H -0.7884 4.9207 2.8416
H -4.0464 1.2679 2.7270
H -2.1599 -1.5378 -0.3240
H 1.0165 3.5506 -0.7579
H -0.3285 0.2425 0.6761
H 3.0702 -0.9760 5.0018
H -2.2211 -3.1106 -0.6464
H 3.6799 2.1411 -4.5796
H 2.5548 3.3635 -0.1080
H 1.8728 0.9164 0.6605
H 0.0079 0.9370 -0.9176
H 1.7568 2.0769 -6.1103
H 2.9942 -2.7931 3.2595
H -2.4220 0.5705 2.7819
H -1.9958 -2.5440 0.8416
H -1.7375 0.7595 -4.1692
H -0.8456 1.8149 0.2282
H -5.8075 -3.5067 0.5913
H 2.1686 2.0479 -3.6962
H -0.9327 3.4093 3.8239
H 3.5664 -2.9536 -6.6282
H 3.2612 -1.6523 2.0356
H -0.0598 0.0254 5.0407
H 3.9749 0.6399 -6.6179
H 3.1381 0.5899 -3.8412
H -0.9291 -1.1861 6.7760
H 0.6030 -0.5191 7.3491
H 0.6739 4.1992 3.5205
H -4.3821 -4.2595 -0.1698
H -1.5094 0.7736 5.6304
H 0.7544 0.5817 -4.2474
H 4.5833 -1.6951 -7.4027
H -3.4821 -1.5453 2.3029
H -4.4147 -4.0196 1.4780
H 2.9436 -2.0214 -7.9242
H -5.1364 -1.0222 1.7227
H 2.0925 2.3222 -1.3696
H 1.7980 -0.6063 3.7435
H 0.8448 1.4982 2.7137
H 1.8292 2.8998 2.3135
H -2.6790 1.7946 1.6612

---

Record 2
The following is a quantum chemistry calculation of C33H22CeCl4F5O3PS as an isolated structure in a non-equilibrium geometry, from the Open Molecules 2025 dataset.

Calculated values
Total charge ... 0
ΔE to the lowest compared entry with this formula, charge and spin ... 0.519 eV
HOMO-LUMO gap (spin up / spin down) ... 0.24368 / 0.24333 Eh
Multiplicity ... 1
E_HOMO (spin up / spin down) ... -7.95 / -7.95 eV

Element x y z (Å)
Ce -0.8053 -0.3700 0.1921
Cl -0.2725 -5.3815 -0.4932
Cl -2.0513 -6.5540 -2.8265
Cl -3.7435 -1.5165 -3.9260
Cl -3.8269 -4.6106 -4.5257
S -3.4811 1.2441 -1.0339
P 2.0263 -0.6421 1.5463
F -3.0046 -1.3709 0.8566
F -1.4588 0.6306 2.3107
F -3.9791 0.2181 2.0147
F -3.9903 -1.8158 2.7404
F -1.0214 -1.5165 2.4109
O -0.5093 -2.4530 -0.2127
O -2.1614 1.4227 -0.2181
O -1.8903 -0.8089 -1.7124
C -3.1148 1.9295 -2.6334
C -2.8085 -2.6312 -2.9939
C -2.0071 -2.1262 -1.9804
C -4.4349 2.6118 -0.4160
C -1.2498 -2.9969 -1.2049
C 3.8007 1.6846 -1.3536
C 1.8026 1.9182 2.7458
C 1.4542 1.4080 -1.8434
C 3.6472 0.9339 -0.1967
C -2.0476 -4.8658 -2.5003
C 4.3496 -1.1204 3.0835
C 1.4418 2.7712 3.7825
C -3.2450 -0.8805 2.1918
C 1.6881 0.5388 2.8982
C -1.9722 -0.5938 2.9926
C 3.5998 -1.4458 1.9602
C 2.7061 1.9149 -2.1796
C -1.6468 3.1198 -4.0832
C -2.5940 3.0342 -5.0928
C -2.8340 -4.0001 -3.2594
C 2.3906 0.4347 0.1350
C 0.8512 0.8776 5.1382
C 5.5503 -1.7762 3.3314
C 1.2758 0.6668 -0.6780
C 1.1992 0.0282 4.1024
C -1.2545 -4.3572 -1.4706
C 6.0063 -2.7520 2.4594
C -1.9068 2.5683 -2.8356
C 4.0566 -2.4378 1.0903
C -3.8097 2.4011 -4.8637
C 0.9710 2.2533 4.9788
C -4.0777 1.8382 -3.6264
C 5.2583 -3.0813 1.3343
H 5.6073 -3.8457 0.6525
H 4.7748 2.0748 -1.6199
H 2.1709 2.3328 1.8158
H 6.9415 -3.2601 2.6563
H 0.6298 1.5695 -2.5287
H -5.0125 1.3199 -3.4497
H -2.3854 3.4612 -6.0647
H -5.3001 2.7376 -1.0659
H 4.0069 -0.3510 3.7630
H -1.1861 2.6373 -2.0337
H -0.7024 3.6175 -4.2605
H 3.4701 -2.7069 0.2189
H 6.1287 -1.5163 4.2085
H 4.5002 0.7262 0.4406
H 0.6859 2.9193 5.7830
H 1.0642 -1.0414 4.2191
H 1.5319 3.8420 3.6517
H 2.8305 2.4754 -3.0986
H -4.5453 2.3323 -5.6538
H -4.7500 2.3675 0.5965
H 0.4644 0.4675 6.0616
H -3.8016 3.4968 -0.4279

---

Record 3
The following is a quantum chemistry calculation of an isolated ion of composition C26H20NO3 and charge -1 in a non-equilibrium geometry, from the Open Molecules 2025 dataset.

Calculated values
Total charge ... -1
SMILES ... O=[N+]([O-])C[C@H](c1ccccc1)c1cc(-c2ccccc2)c([O-])c(-c2ccccc2)c1
ΔE to the lowest compared entry with this formula, charge and spin ... 1.501 eV
HOMO-LUMO gap ... 0.21593 Eh
Multiplicity ... 1
E_HOMO ... -3.47 eV

Element x y z (Å)
O 1.8140 -1.7413 2.2056
O -0.5320 0.5373 -5.0892
O -1.6266 2.4163 -4.6671
N -0.8502 1.4988 -4.3575
C -1.9283 -0.2852 5.4392
C 4.2548 -1.5080 0.9294
C -0.0833 0.1460 -0.8083
C 1.3318 -0.9131 1.4053
C 4.2405 0.0436 -0.9175
C -0.8094 -1.0940 5.2181
C 2.0626 -0.5067 0.1840
C 5.6225 -0.1019 -1.0430
C 5.6341 -1.6422 0.8223
C -2.9445 1.3528 -1.2344
C -0.0324 -0.3666 1.5814
C -0.1596 1.5081 -2.9645
C -4.4472 -0.2945 -2.9199
C -1.8042 0.4909 3.1428
C 1.3110 -0.0443 -0.8814
C -5.0941 0.4736 -1.9447
C -0.6720 -0.3318 2.8962
C -4.3433 1.3120 -1.1137
C -2.2936 0.4915 -2.1213
C -0.2030 -1.1109 3.9704
C 6.3295 -0.9323 -0.1644
C -0.7614 0.3567 -2.1442
C -0.7130 0.0455 0.4480
C -2.4203 0.5069 4.3947
C 3.5187 -0.6603 0.0799
C -3.0551 -0.2711 -3.0166
H -1.7751 0.2727 0.5363
H -2.1910 1.1386 2.3528
H -2.4150 -0.2751 6.4124
H 7.4107 -1.0372 -0.2586
H -0.5153 -0.5406 -2.7450
H -5.0199 -0.9191 -3.6106
H -0.3343 2.4971 -2.5162
H 0.6584 -1.7452 3.8007
H 3.7228 -2.0674 1.6900
H -4.8405 1.9344 -0.3674
H -2.3576 2.0390 -0.6160
H -6.1768 0.4051 -1.8293
H -3.2935 1.1391 4.5532
H 6.1481 0.4382 -1.8310
H 0.9036 1.3782 -3.2127
H 1.8023 0.1161 -1.8441
H 6.1605 -2.2975 1.5135
H -0.4004 -1.7149 6.0115
H -2.5444 -0.8623 -3.7835
H 3.7113 0.7252 -1.5856

---

no.,electronic energy (eV)
1,-151583.7636
2,-137449.9358
3,-34918.2478